No. 1
The following is a DFT calculation (ωB97M-V/def2-TZVPD) of a cluster of 2 separate species, C4H14N2O in total.

Computed properties:
DFT total energy (eV): -9402.099
Energy above the lowest of the compared OMol25 structures with the same formula, charge and spin (kcal/mol): 34.77
SMILES string: CC(C)NCN.O

Geometry as ORCA input:
```
! RIJCOSX wB97M-V def2-TZVPD def2/J DEFGRID3
* xyz 0 1
C 1.098 1.599 0.414
C 0.840 0.098 0.155
C 2.129 -0.702 -0.010
N 0.090 -0.096 -1.072
C -1.145 0.532 -1.377
N -2.391 -0.121 -0.903
H 2.022 1.660 0.984
H 1.068 2.096 -0.551
H 0.329 2.032 1.055
H 0.336 -0.343 1.032
H 2.665 -0.925 0.910
H 1.904 -1.675 -0.453
H 2.772 -0.194 -0.734
H 0.326 -0.943 -1.561
H -1.089 1.543 -0.946
H -1.227 0.793 -2.435
H -2.143 -0.688 -0.094
H -2.978 0.604 -0.506
H -1.883 -1.668 2.702
H -1.180 -1.428 1.442
O -1.543 -2.174 1.949
*
```

No. 2
The following is a DFT calculation (ωB97M-V/def2-TZVPD) of a cluster of 2 separate species, C4H14N2O in total.

Computed properties:
DFT total energy (eV): -9399.881
Energy above the lowest of the compared OMol25 structures with the same formula, charge and spin (kcal/mol): 85.92
SMILES string: CNCCNC.O

Geometry as ORCA input:
```
! RIJCOSX wB97M-V def2-TZVPD def2/J DEFGRID3
* xyz 0 1
C -1.254 2.744 -0.767
N -1.396 1.688 0.271
C -2.070 0.366 0.198
C -1.313 -1.030 -0.249
N -0.336 -1.328 0.698
C 1.118 -1.321 0.313
H -0.624 2.656 -1.610
H -2.294 3.223 -1.077
H -0.825 3.657 -0.397
H -0.355 1.507 0.603
H -3.052 0.250 -0.375
H -2.360 0.084 1.301
H -1.058 -0.876 -1.337
H -2.122 -1.781 -0.212
H -0.444 -2.200 1.265
H 1.709 -1.296 1.298
H 1.371 -0.470 -0.215
H 1.518 -2.231 -0.152
H 4.506 -0.608 0.527
H 4.221 -1.744 -0.226
O 5.056 -1.294 0.141
*
```

No. 3
The following is a DFT calculation (ωB97M-V/def2-TZVPD) of a cluster of 2 separate species, C4H14N2O in total.

Computed properties:
DFT total energy (eV): -9379.036
Energy above the lowest of the compared OMol25 structures with the same formula, charge and spin (kcal/mol): 173.63

Geometry as ORCA input:
```
! RIJCOSX wB97M-V def2-TZVPD def2/J DEFGRID3
* xyz 2 1
C -1.569 -0.889 -1.615
C -1.451 -1.424 -0.122
C -0.068 -1.147 0.594
C -0.076 1.640 1.034
N 0.392 0.307 0.400
N -1.546 0.590 -1.636
H -0.706 -1.376 -2.164
H -2.464 -1.241 -2.073
H -2.275 -0.948 0.475
H -1.814 -2.502 -0.145
H -0.189 -1.321 1.709
H 0.621 -1.907 0.216
H 0.086 1.729 2.119
H 0.497 2.533 0.486
H 1.384 0.493 0.315
H -2.454 1.062 -1.739
H -0.970 0.863 -2.435
H -1.122 1.766 0.761
H 4.921 -0.032 1.597
H 4.513 1.378 1.225
O 4.288 0.423 0.998
*
```